No. 1
A cluster of 12 separate species, C4H31NO13 in total at a distorted geometry. Source: OMol25; level of theory: the ωB97M-V functional and the def2-TZVPD basis.

CARTESIAN COORDINATES (ANGSTROEM)
O (1.4182, -3.4515, -0.5084)
O (-1.8636, -0.1072, -2.9630)
O (0.7622, 3.2911, -0.4783)
O (2.1489, 2.7707, 1.8724)
O (-3.3954, 1.4716, -1.3047)
O (2.3355, 1.2706, -2.8541)
O (-0.1812, 1.8961, -2.5876)
O (-3.4121, 2.5559, 1.3533)
O (-1.8679, 0.8003, 3.1695)
O (-0.8620, -2.3241, -1.7011)
O (0.8870, 0.3471, 2.2616)
O (-1.7178, -3.5949, 0.4939)
O (-3.8568, -0.4705, 0.8230)
N (1.9234, -0.3855, -0.4089)
C (2.5232, -2.9545, -0.5250)
C (3.1350, -2.1985, 0.6343)
C (2.4719, -0.8324, 0.9212)
C (1.3268, -0.9363, 1.9281)
H (-2.3669, 0.4249, -2.3100)
H (-2.8945, -0.6154, 0.7794)
H (1.7061, -1.5476, 2.7665)
H (-0.5309, -3.1607, -2.0412)
H (1.9760, 3.4393, 2.5384)
H (-3.7072, 1.7091, 1.7241)
H (1.5034, 2.8547, 1.1474)
H (-4.1545, -1.1991, 1.3837)
H (1.5200, 1.0863, 2.2196)
H (-0.6976, 1.1688, -3.0327)
H (-1.8749, -2.6947, 0.2188)
H (0.5184, -1.5508, 1.5306)
H (1.0177, 0.0769, -0.3830)
H (3.2305, -3.2087, -1.3306)
H (-1.5402, 0.0194, 3.6316)
H (3.0713, -2.8511, 1.5121)
H (3.1593, -0.0309, 1.1825)
H (-3.8168, 0.8599, -0.6819)
H (1.3804, 1.2111, -3.0212)
H (-2.9920, 2.1175, -0.7095)
H (-1.5810, -0.9345, -2.5343)
H (2.5527, 0.2602, -0.8703)
H (-0.8692, -3.8741, 0.1482)
H (-2.8189, 2.8440, 2.0568)
H (-1.1218, 0.9976, 2.5833)
H (-0.8983, 2.5385, -2.5075)
H (4.1642, -1.9951, 0.3432)
H (-0.0866, -1.9036, -1.3003)
H (0.6827, 3.8115, -1.2754)
H (2.9889, 0.6354, -3.1339)
H (0.7044, 2.3635, -0.7605)

Cartesian forces, eV/Å:
-3.64 -1.31 0.21
-0.20 0.36 -0.26
-0.15 -0.30 0.77
0.23 -0.55 0.12
0.03 0.02 0.06
0.57 1.58 0.69
-1.11 -0.10 -0.70
-0.01 -0.10 0.44
-0.03 -0.06 -0.07
-0.17 0.68 -0.33
-1.65 0.40 0.77
-0.88 -0.74 1.13
0.46 -0.29 0.09
-0.13 0.21 0.24
3.44 1.02 0.15
-0.07 0.14 -0.57
-1.63 -0.24 -1.85
1.84 -0.28 -0.47
-0.03 -0.39 -0.15
-0.32 0.25 0.08
-0.09 0.58 0.29
0.22 -0.01 0.13
-0.26 0.10 -0.16
0.01 -0.10 -0.32
0.23 0.67 0.08
-0.11 0.13 -0.11
0.42 -0.51 -0.11
0.31 -0.29 0.52
0.40 0.01 -0.56
-0.24 0.28 -0.30
0.11 0.06 0.45
0.12 0.08 -0.12
-0.05 0.09 0.05
0.24 0.01 0.41
0.39 -0.32 0.80
-0.10 -0.02 -0.12
0.80 -0.68 -0.35
-0.09 0.05 0.16
0.04 -0.08 0.00
-0.11 -0.06 -0.09
0.48 0.40 -0.15
0.11 0.18 -0.12
0.22 -0.10 0.02
0.30 0.23 0.14
0.32 -0.20 0.25
0.43 -0.33 -0.01
0.18 -0.02 -0.28
-0.83 -0.74 -0.47
-0.01 0.31 -0.40

Its total charge is -1. The calculation puts the gap between HOMO and LUMO (spin up / spin down) at 2.310 / 7.588 eV. The spin multiplicity is 2.

---

No. 2
A cluster of 12 separate species, C4H31NO13 in total at a distorted geometry. Source: OMol25; level of theory: the ωB97M-V functional and the def2-TZVPD basis.

CARTESIAN COORDINATES (ANGSTROEM)
O (2.8589, -3.0107, -1.2328)
O (-2.3090, 0.5684, -3.0553)
O (1.1799, 2.9421, 2.0178)
O (4.2770, -1.1171, 0.1107)
O (-0.7362, 3.4028, 0.0579)
O (-4.0511, 1.5629, -1.2610)
O (3.2746, 1.0695, 1.4022)
O (-1.6648, 0.6869, 1.2668)
O (0.8537, 0.5435, 0.1288)
O (-0.3934, 2.4406, -2.4486)
O (-2.2761, -1.8570, -2.0119)
O (-3.6154, -0.7603, 0.1466)
O (-1.0015, 1.1266, 3.8799)
N (0.6137, -3.0108, -0.8609)
C (1.0221, -0.6051, -0.7045)
C (1.3965, -2.1264, 1.3243)
C (1.7351, -3.4448, -1.4682)
C (0.5858, -1.8709, 0.0612)
H (-1.3141, 2.7073, 0.4113)
H (1.5101, -1.2487, 1.9412)
H (-4.0599, 0.7191, -0.7311)
H (-2.9092, -0.2955, 0.6392)
H (-3.0459, 0.9977, -2.5581)
H (1.8996, 2.2984, 1.8046)
H (-2.9915, -2.2992, -2.4792)
H (5.0636, -1.0465, -0.4290)
H (0.6476, 2.5694, 2.7325)
H (2.0325, -0.6832, -1.0857)
H (-3.4838, 2.1403, -0.7406)
H (0.3785, -0.4286, -1.5672)
H (0.9545, -2.8994, 1.9482)
H (1.6823, 0.7633, 0.6090)
H (-0.4104, 2.6938, -1.4862)
H (3.7444, -1.8289, -0.3174)
H (2.3999, -2.4841, 1.0897)
H (-0.2989, -3.2157, -1.2588)
H (-0.7614, 0.4114, 0.9542)
H (1.5899, -4.2412, -2.1979)
H (3.6320, 0.2292, 1.0109)
H (-0.4558, -1.6812, 0.3235)
H (-1.6172, 1.7491, 4.2980)
H (0.0383, 3.3970, 0.6668)
H (3.9096, 1.7343, 1.0993)
H (-3.1014, -1.2811, -0.5130)
H (-1.5250, 1.1421, -2.8546)
H (-1.5262, 0.8391, 2.2232)
H (-0.9788, 0.3317, 4.4344)
H (-2.2103, -0.9300, -2.4313)
H (-0.5427, 3.2998, -2.8886)

Cartesian forces, eV/Å:
0.04 -0.29 -0.10
0.41 0.18 0.15
0.60 -0.25 -0.14
-0.23 -0.24 0.02
0.03 0.01 0.30
-0.19 -0.32 0.42
0.50 -0.14 -0.25
0.95 -0.01 0.14
0.28 -0.14 0.18
0.05 0.84 0.20
0.30 0.31 -0.13
0.28 -0.25 -0.18
-0.08 0.15 0.38
-0.43 0.06 -0.05
-0.24 0.41 0.28
0.37 -0.59 -0.07
-0.17 0.58 0.47
0.43 0.55 -0.36
0.25 -0.01 0.07
-0.13 0.45 0.08
-0.01 0.30 -0.27
-0.21 -0.05 0.12
0.28 -0.12 -0.09
-0.84 0.51 0.54
0.04 0.04 -0.07
0.25 0.06 -0.10
0.26 -0.20 -0.09
0.26 0.02 0.12
-0.03 0.12 -0.04
-0.14 -0.27 0.01
-0.27 -0.07 -0.04
-0.42 -0.26 -0.48
0.06 -0.12 -0.46
0.07 0.21 0.07
-0.11 0.09 -0.02
0.35 -0.23 -0.14
-0.58 0.61 0.00
-0.18 -0.15 -0.15
-0.11 0.18 0.13
-0.08 -0.35 0.00
0.20 -0.33 0.00
-0.38 -0.17 -0.24
-0.18 -0.06 0.09
-0.41 0.18 0.11
-0.55 -0.19 -0.23
-0.15 -0.11 -0.31
-0.07 0.34 -0.11
-0.14 -0.54 0.11
0.07 -0.71 0.16

As for the SMILES: C[C@@H](CO)NC=O.O.O.O.O.O.O.O.O.O.O.O. The energy above the lowest of the compared OMol25 structures with the same formula, charge and spin comes out at 41.4 kJ/mol. The calculation puts the gap between HOMO and LUMO at 9.906 eV.

---

No. 3
A cluster of 13 separate species, C4H31NO14S in total at a distorted geometry. Source: OMol25; level of theory: the ωB97M-V functional and the def2-TZVPD basis.

CARTESIAN COORDINATES (ANGSTROEM)
S (0.8363, 3.0106, 3.3821)
O (-0.6481, -2.6878, -0.0396)
O (-0.4489, 0.4673, -2.6654)
O (-2.9572, -0.2917, -2.1028)
O (2.2657, -0.6211, -2.6529)
O (-2.7977, -0.2487, 2.8651)
O (-2.1026, 3.0792, -0.9635)
O (1.5732, -2.9118, 2.3619)
O (-0.9563, 1.6745, 1.3547)
O (1.4063, 3.1279, -2.1504)
O (3.6800, 0.8063, -0.5332)
O (1.9906, -2.1212, -0.0426)
O (-4.4019, 0.5700, 0.4703)
O (-3.0585, -1.8347, 0.1794)
O (2.3202, -3.3510, -2.1873)
N (-0.2513, 0.7458, -0.4836)
C (0.3241, 0.7367, -1.7733)
C (1.4343, 1.3584, 1.3284)
C (0.0514, 1.3340, 0.7510)
C (1.4067, 1.3269, 2.8949)
H (2.4736, 1.3650, 3.0956)
H (-1.1141, -2.1210, 0.5907)
H (-2.9804, 2.8970, -1.3321)
H (-3.4148, -0.0832, 2.1321)
H (1.0570, -1.9343, -0.2263)
H (-1.2321, 0.9197, -0.6930)
H (-3.5031, 0.9304, 0.4175)
H (1.9274, -1.5016, -2.8878)
H (-4.1896, -0.3047, 0.0825)
H (1.8549, 3.7386, -1.5559)
H (1.3861, -3.1384, -2.1535)
H (2.0250, 0.5198, 0.9362)
H (0.5474, 3.5389, -2.2995)
H (4.5802, 0.7441, -0.8560)
H (-2.1071, 0.4010, 2.7023)
H (0.8528, 0.5329, 3.3846)
H (-3.0067, -2.0103, -0.7763)
H (-3.9452, -2.2225, 0.2608)
H (0.8638, -3.0342, 2.9982)
H (-3.0072, 0.2869, -2.8600)
H (2.0861, 2.1880, 1.0403)
H (-0.4200, 2.7417, 3.7600)
H (2.8684, -0.3586, -3.3576)
H (1.9950, -2.6682, 0.7686)
H (3.1907, 0.3905, -1.2490)
H (2.4149, -2.7581, 2.8013)
H (2.7335, -3.1121, -1.3229)
H (-2.3890, 3.1173, -0.0519)
H (-0.5427, -3.5272, 0.4165)
H (-2.0460, -0.6128, -1.9866)
H (1.3745, 0.9058, -1.7719)

Cartesian forces, eV/Å:
0.15 -0.08 0.82
0.22 0.09 -0.02
1.06 0.27 -0.64
-0.52 -0.84 0.90
0.59 -0.08 -0.60
-0.04 -0.04 -0.13
-0.98 -0.18 -0.29
-0.04 -0.28 0.25
0.40 0.04 0.69
0.03 0.42 0.07
0.33 0.31 -0.08
0.83 0.39 0.56
0.62 -0.36 -0.12
-1.49 -0.75 -0.90
0.90 -0.75 -0.91
-0.02 0.55 -0.78
-0.95 -0.36 1.91
0.27 -1.26 0.61
-0.95 -0.18 -0.66
0.24 1.80 -1.82
-0.05 -0.51 0.80
-0.23 -0.12 -0.13
0.31 0.02 -0.69
-0.06 -0.09 0.28
0.10 -0.35 0.32
-0.22 -0.22 0.59
-0.22 0.38 0.03
0.71 0.12 0.16
-0.32 0.55 0.06
0.08 -0.04 -0.01
-0.02 -0.26 0.70
-0.45 -0.17 0.11
-0.11 -0.04 -0.04
0.33 0.08 0.14
0.14 0.13 0.00
0.14 -0.04 -0.14
0.77 0.37 0.04
0.11 0.00 1.00
0.29 0.04 0.26
0.57 0.02 -0.30
-0.65 0.27 -0.18
0.07 -0.10 -0.15
-0.17 -0.22 -0.15
-0.54 0.67 -0.64
-0.36 -0.54 -0.06
-0.27 -0.02 0.44
-1.24 0.24 -0.79
0.66 0.17 0.91
0.06 -0.09 -0.04
-0.26 0.78 -0.78
0.17 0.29 -0.56

The calculation puts the gap between HOMO and LUMO at 8.680 eV.

---

No. 4
A cluster of 11 separate species, C4H32N2O10S in total at a distorted geometry. Source: OMol25; level of theory: the ωB97M-V functional and the def2-TZVPD basis.

CARTESIAN COORDINATES (ANGSTROEM)
S (0.2485, 3.8076, 1.0777)
O (2.1634, -2.7835, 0.3957)
O (-0.3548, -1.7848, 0.5568)
O (-0.7624, -1.8407, 3.1573)
O (2.4224, -1.7231, 3.8513)
O (-2.6774, 0.3273, -2.0981)
O (-2.6263, 1.4009, 0.7376)
O (-2.1508, 2.8105, -1.4971)
O (-2.4566, 0.5072, 3.5040)
O (-2.8447, -1.3027, -0.2202)
O (-2.2535, -2.6151, -2.9776)
N (2.1051, -0.3466, -1.4848)
N (0.9471, 0.9468, 1.0421)
C (2.8396, -0.8097, -2.7170)
C (1.3861, 3.0401, -0.2049)
C (2.3992, 1.0438, -1.0543)
C (1.1346, 1.5803, -0.3306)
H (1.4729, 3.6379, -1.1347)
H (-2.7861, -1.7020, -1.0250)
H (-1.0746, -1.6061, 2.2319)
H (-2.4882, -0.1019, -2.7869)
H (1.3611, -2.5245, 0.1492)
H (-1.5409, 2.7979, -0.7030)
H (0.2380, 1.4085, -0.8703)
H (3.8992, -0.4174, -2.6998)
H (2.9576, -1.9499, -2.6717)
H (-1.3274, -2.4682, -3.1028)
H (3.2754, 1.5175, -0.5472)
H (2.0578, -0.9369, -0.6826)
H (-0.4978, -0.8730, 0.1832)
H (1.9077, 0.9581, 1.5517)
H (-2.3559, -3.1773, -2.2563)
H (-1.1709, -2.3040, 0.2778)
H (2.6495, 1.4801, -1.9992)
H (-2.8345, 2.7375, -0.7979)
H (3.2339, -2.0045, 3.4762)
H (1.6159, -1.7013, 3.3217)
H (-0.9075, -2.7315, 3.3163)
H (-2.9324, 0.4832, 1.0038)
H (-2.0376, 1.3776, 3.5351)
H (-1.7911, -0.2265, 3.3844)
H (0.0564, 5.1361, 0.7312)
H (2.1280, -3.4728, 1.1821)
H (2.3541, -0.3843, -3.5362)
H (-3.3535, -0.4859, -0.6285)
H (-1.8714, 0.9638, 0.1826)
H (2.5049, 3.1768, 0.0147)
H (0.5661, -0.0042, 1.0852)
H (-2.8283, 1.1387, -1.9229)

Cartesian forces, eV/Å:
0.12 0.15 -0.39
6.27 -3.92 3.78
-1.38 0.12 -1.26
0.07 3.44 -1.30
-1.19 0.70 1.76
-1.14 -4.96 7.77
1.67 -3.58 -1.34
0.32 0.31 2.70
0.28 -1.02 -0.13
-2.41 3.31 2.68
-0.72 1.66 -1.73
0.97 1.02 -0.12
2.35 0.86 0.12
1.91 -1.17 3.64
1.87 2.72 0.62
-1.40 -0.64 -1.09
1.38 -0.77 1.01
-1.29 -0.66 0.07
0.60 -2.19 -3.65
0.86 -1.01 1.42
2.06 -4.00 -8.89
-5.75 1.25 -0.95
0.81 0.43 -1.64
-0.76 -0.40 -0.82
-0.87 -0.38 -0.09
-0.59 1.69 -0.48
0.94 -0.01 -0.03
0.15 -1.88 0.84
0.69 -0.80 0.02
-0.24 -1.65 -0.01
-2.31 -0.22 -1.05
-0.12 -1.78 1.74
1.36 1.37 0.42
-0.89 1.10 -0.99
-1.14 0.19 -0.98
0.43 -0.39 -1.29
0.61 -0.29 -0.50
-0.64 -2.58 0.33
-0.30 1.82 0.66
0.30 -0.57 -0.21
-0.64 1.48 0.64
0.59 -1.08 -0.33
-0.35 2.41 -2.68
-0.83 0.12 -1.59
1.46 -1.83 1.24
-1.48 1.86 1.10
-1.50 -0.13 0.96
0.82 0.78 -0.18
-0.89 9.16 0.21

As for the SMILES: CNC[C@@H](N)CS.O.O.O.O.O.O.O.O.O.O. The energy above the lowest of the compared OMol25 structures with the same formula, charge and spin comes out at 469.8 kJ/mol. The calculation puts the gap between HOMO and LUMO at 8.534 eV.